Entry from the Open Molecules 2025 dataset: a 2-piece molecular cluster, C5H8N2 overall (wB97M-V/def2-TZVPD).

Geometry as XYZ:
```
15
Properties=species:S:1:pos:R:3:forces:R:3
C -1.344522 0.463888 -0.839882 1.8 -0.2 -0.6
C 0.994121 0.935734 1.020989 1.3 -1.1 -1.0
C 2.069007 0.881766 -0.116178 -0.2 -2.3 2.8
C -1.737194 -1.785812 0.330865 0.0 0.5 0.6
C -0.082773 0.002026 -1.058302 3.2 -2.1 -1.5
N -2.273958 1.086659 -0.664264 -3.2 1.7 0.6
N 0.909501 -0.019751 -0.075906 -0.3 0.5 0.2
H 1.078325 0.491320 2.035008 0.3 0.5 -0.9
H 0.463895 1.837757 0.898674 -1.1 0.8 0.3
H 1.955670 1.675372 -0.798112 0.5 0.9 -0.7
H 3.042812 0.385168 0.141882 -1.0 0.8 -0.7
H -1.566775 -2.679217 -0.182074 0.8 -1.2 -0.4
H -2.743432 -1.473168 0.298157 -0.9 0.6 0.0
H -1.076742 -1.308890 1.035412 0.1 -0.4 0.0
H 0.312062 -0.492858 -2.026274 -1.3 1.0 1.6
```
Forces are in eV/Å.

Calculated values
Net charge   0
F_max   4.1 eV/Å
Energy above the lowest of the compared OMol25 structures with the same formula, charge and spin   137.71 kcal/mol
Highest occupied orbital energy (alpha / beta)   -8.40 / -7.87 eV
Gap between HOMO and LUMO (alpha / beta)   7.9 / 8.2 eV

Entry from the Open Molecules 2025 dataset: one molecule with the formula C5H8N2 (wB97M-V/def2-TZVPD).

Geometry as XYZ:
```
15
Properties=species:S:1:pos:R:3:forces:R:3
N 2.062978 -0.641859 -0.115770 0.2 0.1 0.0
C 0.817457 -0.116244 0.368213 0.0 0.2 0.2
C 0.690881 1.378669 0.524294 1.9 1.1 0.7
N 0.755303 2.533713 0.613622 0.1 -0.9 -0.1
C -0.408749 -0.281479 -0.507025 0.0 1.0 0.2
C -1.353093 0.794879 0.000106 -1.7 -2.1 -0.9
C -1.443952 -1.269647 -0.281592 -0.7 0.9 0.2
H 2.784103 -0.556023 0.591671 0.0 -0.1 -0.1
H 2.372259 -0.131499 -0.936706 0.0 -0.1 0.1
H 0.607047 -0.564383 1.348670 0.0 0.1 -0.1
H -0.226066 -0.127438 -1.573599 0.3 0.1 0.2
H -1.630497 0.940741 1.043468 0.5 -0.6 -0.2
H -1.636861 1.663450 -0.619343 -0.4 -1.2 -0.1
H -1.932193 -1.786903 -1.112532 0.1 0.6 0.2
H -1.458613 -1.835984 0.656516 -0.2 0.6 -0.1
```
Forces are in eV/Å.

Calculated values
Net charge   0
F_max   2.8 eV/Å
Energy above the lowest of the compared OMol25 structures with the same formula, charge and spin   96.85 kcal/mol
Highest occupied orbital energy   -8.29 eV
Gap between HOMO and LUMO   8.9 eV

Entry from the Open Molecules 2025 dataset: one molecule with the formula C5H8N2 (wB97M-V/def2-TZVPD).

Geometry as XYZ:
```
15
Properties=species:S:1:pos:R:3:forces:R:3
C 0.455186 -0.688754 2.645688 0.0 0.0 -0.1
C 0.307896 -0.895386 1.367824 0.1 -0.1 0.0
C 0.174368 -1.060236 0.069946 0.0 0.2 0.3
N 0.192902 -2.319901 -0.585224 0.1 -0.1 0.0
C -0.125703 0.106167 -0.796767 0.0 0.3 0.1
N -0.297580 1.265954 -0.321396 0.0 -0.4 -0.2
C -0.639917 2.335066 -1.226919 0.0 0.2 -0.1
H -0.386316 -0.667268 3.335534 0.1 -0.1 -0.1
H 1.443056 -0.508379 3.063971 -0.1 0.1 0.0
H 0.494081 -3.053802 0.045525 -0.1 0.1 -0.1
H 0.815607 -2.310834 -1.386811 -0.1 0.0 0.1
H -0.214251 -0.116848 -1.874409 0.0 0.1 0.1
H 0.048262 3.172556 -1.070440 -0.1 -0.1 0.0
H -0.623213 2.046579 -2.290508 0.0 0.0 0.1
H -1.644378 2.695088 -0.976014 0.1 0.0 0.0
```
Forces are in eV/Å.

Calculated values
Net charge   0
F_max   0.5 eV/Å
SMILES   C=C=C(N)/C=N/C
Energy above the lowest of the compared OMol25 structures with the same formula, charge and spin   56.48 kcal/mol
Highest occupied orbital energy   -8.27 eV
Gap between HOMO and LUMO   9.3 eV

Entry from the Open Molecules 2025 dataset: one molecule with the formula C5H8N2 (wB97M-V/def2-TZVPD).

Geometry as XYZ:
```
15
Properties=species:S:1:pos:R:3:forces:R:3
C 1.704711 0.497788 0.052836 -1.6 -0.2 0.2
N 1.481384 -0.784851 0.023122 0.9 1.5 -1.2
N 0.149135 -1.412743 -0.260965 4.8 -6.1 1.4
C -0.840298 -0.652183 0.312164 -0.6 -0.4 1.6
C -2.135752 0.177715 0.055802 1.2 0.2 1.4
C -0.686948 0.526997 -0.364789 -0.4 5.8 -3.7
C 0.485883 1.487045 0.066890 -2.4 -0.8 -2.8
H 2.751075 0.957669 0.171169 -1.5 -1.3 -0.1
H 0.486513 -2.333204 0.337044 -2.0 2.4 -2.1
H -0.440998 -0.359399 1.207860 -0.2 0.0 3.6
H -2.824705 -0.114693 -0.727687 0.1 0.2 0.1
H -2.561138 0.591044 1.070007 0.8 -1.0 -2.3
H -0.501812 0.402557 -1.450996 -0.8 -0.3 0.5
H 0.336145 2.346014 -0.741873 1.3 -1.3 2.2
H 0.175718 1.668995 1.061963 0.5 1.5 1.2
```
Forces are in eV/Å.

Calculated values
Net charge   0
F_max   7.9 eV/Å
SMILES   C1=NN[C@@H]2C[C@H]2C1
Energy above the lowest of the compared OMol25 structures with the same formula, charge and spin   144.63 kcal/mol
Highest occupied orbital energy   -9.10 eV
Gap between HOMO and LUMO   10.1 eV

Number 2 is which compound?
C5H8N2